(1)
Below is C4H4N2 as an isolated structure in a non-equilibrium geometry, with properties calculated with ωB97M-V/def2-TZVPD.

Summary:
Relative energy (zero: lowest compared OMol25 entry of this formula, charge and spin) in kJ/mol: 674.2
Highest occupied orbital energy (spin up / spin down) in eV: -9.3848 / -9.3844
Frontier orbital gap (spin up / spin down) in eV: 8.2 / 8.2

CARTESIAN COORDINATES (ANGSTROEM)
C (0.94394, 1.20850, -0.20215)
C (1.85055, 0.63933, 0.51855)
C (0.13737, -0.03000, -0.34318)
C (-1.33138, 0.07267, -0.15703)
N (2.03105, -0.51076, 1.04043)
N (0.97066, -1.10592, 0.72586)
H (0.44199, -0.56539, -1.24891)
H (-1.57468, 0.22125, 0.96097)
H (-1.82552, -0.84722, -0.51868)
H (-1.64398, 0.91755, -0.77586)

Here are the Löwdin charges for atoms 1 to 2, given in e: C 0.005; C -0.054

=====

(2)
Below is a single C4H4N2 molecule in a non-equilibrium geometry, with properties calculated with ωB97M-V/def2-TZVPD.

Summary:
Structure (SMILES): C=C=C=NN=C
Relative energy (zero: lowest compared OMol25 entry of this formula, charge and spin) in kJ/mol: 561.1
Highest occupied orbital energy in eV: -9.6027
Frontier orbital gap in eV: 8.8

CARTESIAN COORDINATES (ANGSTROEM)
C (1.28386, 1.13794, -0.07026)
C (-0.01835, 1.26072, 0.00977)
C (-1.25325, 0.99770, 0.18646)
N (-2.16331, 0.09152, 0.15877)
N (-1.52964, -1.17290, -0.19720)
C (-0.34354, -1.40117, 0.11697)
H (1.91363, 1.95577, -0.20333)
H (1.65999, 0.08178, -0.49949)
H (0.16894, -2.28301, -0.30319)
H (0.28167, -0.66834, 0.80149)

Here are the Löwdin charges for atoms 1 to 2, given in e: C 0.009; C -0.131

=====

(3)
Below is a single C4H4N2 molecule in a non-equilibrium geometry, with properties calculated with ωB97M-V/def2-TZVPD.

Summary:
Relative energy (zero: lowest compared OMol25 entry of this formula, charge and spin) in kJ/mol: 480.7
Highest occupied orbital energy in eV: -8.6729
Frontier orbital gap in eV: 7.5

CARTESIAN COORDINATES (ANGSTROEM)
C (-0.21537, 0.58534, 1.27151)
C (0.79029, -0.22290, 0.71186)
N (0.89565, -0.74839, -0.57122)
C (-0.09116, -0.42864, -1.34575)
N (-1.17820, 0.34949, -1.00434)
C (-1.21495, 0.80864, 0.21924)
H (1.32634, -0.92423, 1.48450)
H (1.85928, -0.04215, 1.15757)
H (-0.08129, -0.79702, -2.37108)
H (-2.09060, 1.41987, 0.44769)

Here are the Löwdin charges for atoms 1 to 2, given in e: C 0.019; C -0.342

=====

(4)
Below is a single C4H4N2O molecule, with properties calculated with ωB97M-V/def2-TZVPD.

Summary:
Relative energy (zero: lowest compared OMol25 entry of this formula, charge and spin) in kJ/mol: 465.5
Highest occupied orbital energy in eV: -9.6464
Frontier orbital gap in eV: 8.6

CARTESIAN COORDINATES (ANGSTROEM)
O (0.73026, 0.95702, -2.33171)
C (0.74063, -0.05244, -1.67027)
C (-1.71259, -0.48261, -0.65724)
C (-1.36394, 0.00521, 0.51482)
N (-0.19507, 0.19553, 1.23941)
C (1.06524, -0.03607, 0.73474)
N (1.42041, -0.18015, -0.46791)
H (0.30310, -1.00008, -2.03906)
H (-2.30742, 0.31753, 0.98070)
H (-0.27998, 0.30066, 2.23800)
H (1.82268, -0.09352, 1.51920)

Here are the Löwdin charges for atoms 1 to 2, given in e: O 0.047; C -0.418

=====

(5)
Below is a 2-piece molecular cluster, C4H4N2O overall in a non-equilibrium geometry, with properties calculated with ωB97M-V/def2-TZVPD.

Summary:
Relative energy (zero: lowest compared OMol25 entry of this formula, charge and spin) in kJ/mol: 441.7
Highest occupied orbital energy (spin up / spin down) in eV: -8.6216 / -8.4720
Frontier orbital gap (spin up / spin down) in eV: 7.5 / 7.3

CARTESIAN COORDINATES (ANGSTROEM)
C (-1.76055, -1.00353, -0.27797)
C (0.97716, 0.81499, -0.37986)
C (1.00803, -0.61030, -0.47357)
C (-1.00001, -0.63332, 0.79789)
N (-2.47503, -1.12446, -1.16924)
N (1.42347, 1.43991, 0.67669)
O (1.52736, -1.50934, -0.96209)
H (0.72158, 1.10205, -1.39919)
H (-0.78271, 0.36370, 1.01520)
H (-0.85806, -1.30813, 1.54365)
H (1.21876, 2.46843, 0.62851)

Here are the Löwdin charges for atoms 1 to 2, given in e: C -0.363; C -0.226

=====

(6)
Below is a single C4H4N2O molecule in a non-equilibrium geometry, with properties calculated with ωB97M-V/def2-TZVPD.

Summary:
Structure (SMILES): c1onc2c1NC2
Relative energy (zero: lowest compared OMol25 entry of this formula, charge and spin) in kJ/mol: 548.4
Highest occupied orbital energy in eV: -8.3930
Frontier orbital gap in eV: 9.2

CARTESIAN COORDINATES (ANGSTROEM)
C (1.44102, 0.90465, -0.07137)
O (2.14377, -0.19919, -0.07028)
N (1.36547, -1.27383, 0.03447)
C (0.23217, -0.76303, -0.11069)
C (0.11248, 0.67093, -0.28388)
N (-1.27411, 0.70338, -0.01841)
C (-1.26645, -0.90693, -0.07458)
H (2.22350, 1.73074, 0.20131)
H (-1.45026, 1.50095, 0.58651)
H (-1.74035, -1.30022, 0.87409)
H (-1.78723, -1.06745, -1.06716)

Here are the Löwdin charges for atoms 1 to 2, given in e: C -0.115; O -0.060

=====

(7)
Below is a single C4H4N2O molecule, with properties calculated with ωB97M-V/def2-TZVPD.

Summary:
Structure (SMILES): [H]/N=C/N=C=CC=O
Relative energy (zero: lowest compared OMol25 entry of this formula, charge and spin) in kJ/mol: 224.3
Highest occupied orbital energy in eV: -9.1715
Frontier orbital gap in eV: 9.5

CARTESIAN COORDINATES (ANGSTROEM)
H (-1.02264, 3.06779, -1.61156)
N (-0.56513, 2.22420, -1.26543)
C (-1.42389, 1.39624, -0.84650)
N (-1.02301, 0.10304, -0.47303)
C (-0.37160, -0.54855, 0.29795)
C (0.37620, -1.40399, 1.00243)
C (1.82217, -1.40998, 0.73932)
O (2.40425, -0.59432, 0.05482)
H (-2.51280, 1.54051, -0.84244)
H (-0.07187, -2.10389, 1.70662)
H (2.37673, -2.24222, 1.21939)

Here are the Löwdin charges for atoms 1 to 2, given in e: H 0.052; N 0.113

=====

(8)
Below is a 3-piece molecular cluster, C4H4N2O overall in a non-equilibrium geometry, with properties calculated with ωB97M-V/def2-TZVPD.

Summary:
Structure (SMILES): N=C=O.C#C.C#N
Relative energy (zero: lowest compared OMol25 entry of this formula, charge and spin) in kJ/mol: 284.3
Highest occupied orbital energy in eV: -10.4799
Frontier orbital gap in eV: 10.9

CARTESIAN COORDINATES (ANGSTROEM)
N (2.30787, 0.31436, 0.00425)
C (1.62889, 1.32453, -0.10400)
O (0.87892, 2.21049, -0.20748)
H (3.31537, 0.33393, 0.05391)
C (-2.35397, -0.01525, -0.02016)
C (-2.09029, 1.15757, -0.07620)
H (-2.56502, -1.06279, 0.03051)
H (-1.85292, 2.19789, -0.12571)
C (0.26823, -2.14390, 0.14825)
N (-0.62109, -2.87827, 0.18720)
H (1.08402, -1.43855, 0.10943)

Here are the Löwdin charges for atoms 1 to 2, given in e: N 0.148; C -0.361

=====

(9)
Below is a single C4H4N2O molecule in a non-equilibrium geometry, with properties calculated with ωB97M-V/def2-TZVPD.

Summary:
Structure (SMILES): O=C1NN1C1C=C1
Relative energy (zero: lowest compared OMol25 entry of this formula, charge and spin) in kJ/mol: 658.1
Highest occupied orbital energy in eV: -9.5869
Frontier orbital gap in eV: 9.4

CARTESIAN COORDINATES (ANGSTROEM)
O (0.88137, 1.92207, -1.69664)
C (0.87055, 0.93656, -1.00608)
N (1.58471, -0.23128, -1.03861)
N (0.17295, -0.26053, -0.93850)
C (-0.27185, -0.64354, 0.35057)
C (-0.74049, 0.52512, 1.18712)
C (-1.62549, -0.35797, 0.73476)
H (1.93572, -0.41326, -1.97594)
H (0.22921, -1.47937, 0.82630)
H (-0.67704, 0.86226, 2.20870)
H (-2.35963, -0.86006, 1.34833)

Here are the Löwdin charges for atoms 1 to 2, given in e: O 0.134; C -0.454

=====

(10)
Below is C4H4N2O as an isolated structure in a non-equilibrium geometry, with properties calculated with ωB97M-V/def2-TZVPD.

Summary:
Relative energy (zero: lowest compared OMol25 entry of this formula, charge and spin) in kJ/mol: 902.6
Highest occupied orbital energy (spin up / spin down) in eV: -9.2865 / -7.6786
Frontier orbital gap (spin up / spin down) in eV: 8.2 / 7.3

CARTESIAN COORDINATES (ANGSTROEM)
C (0.51283, 0.76212, 1.26557)
C (0.12845, 0.63296, -0.16977)
C (0.02539, -1.20306, -0.80479)
C (-0.88722, -0.09668, -0.90165)
N (1.41268, -0.23345, 1.07137)
N (1.14784, -0.34299, -0.34089)
O (0.01500, -2.43358, -0.85159)
H (0.23995, 1.38427, 1.97225)
H (-1.82886, 0.40569, -1.28689)
H (-2.84444, 1.83154, -1.56603)
H (2.07840, -0.70682, 1.61243)

Here are the Löwdin charges for atoms 1 to 2, given in e: C 0.043; C -0.165